[1]
{"formula": "CH4O2S", "method": "ωB97M-V with the def2-TZVPD basis set", "species": ["C", "O", "O", "S", "H", "H", "H", "H"], "xyz": [[0.4555, 0.8769, 0.0374], [0.4831, -1.9555, 0.0182], [-2.1358, 0.7677, 0.0956], [-1.0099, -0.0993, -0.3778], [0.2467, 1.4602, 0.9276], [0.6693, 1.5482, -0.7911], [1.2748, 0.1838, 0.1856], [0.0163, -2.7821, -0.0954]], "forces_ev_per_a": [[0.006, -0.413, -0.163], [-0.285, 1.369, 0.247], [0.700, -1.060, 0.105], [0.159, 0.610, -0.168], [-0.142, -0.051, 0.118], [-0.066, 0.018, -0.106], [0.116, 0.034, 0.034], [-0.488, -0.506, -0.066]], "lowdin_charge": [-0.295, -0.258, -0.518, 0.976, 0.052, 0.048, 0.025, -0.031], "homo_lumo_gap_ev": [7.3, 9.1], "charge": 0, "lumo_energy_ev": [-2.00, -1.38], "relative_energy_kj_mol": 329.66}

=====

[2]
{"formula": "C2H5N3OP", "method": "ωB97M-V with the def2-TZVPD basis set", "species": ["O", "P", "C", "N", "N", "C", "N", "H", "H", "H", "H", "H"], "xyz": [[-1.1163, 2.3375, 1.4269], [-1.6128, 1.3583, 0.4206], [-0.1381, 0.2243, 0.0430], [1.0689, 0.7293, 0.1947], [1.8762, -0.3228, -0.1077], [1.1790, -1.4109, -0.4555], [-0.1565, -1.1263, -0.3583], [-2.6072, 0.4718, 0.9447], [-2.0521, 2.0350, -0.7519], [2.8878, -0.1968, -0.0690], [1.6318, -2.3707, -0.7658], [-0.9609, -1.7287, -0.5215]], "forces_ev_per_a": [[-0.472, -0.916, -0.871], [0.950, 1.646, 2.129], [-1.373, 0.662, -0.216], [-1.162, -1.521, -0.370], [-1.092, -0.867, -0.470], [0.022, -0.542, 0.007], [3.140, 1.855, 0.431], [0.294, 0.038, -0.822], [0.055, -0.987, -0.061], [-0.295, -0.212, -0.064], [-0.442, 0.744, 0.309], [0.374, 0.100, -0.002]], "lowdin_charge": [-0.417, 0.755, -0.343, 0.141, 0.084, -0.004, 0.162, 0.028, 0.036, 0.197, 0.176, 0.184], "homo_lumo_gap_ev": 9.9, "charge": 1, "lumo_energy_ev": -4.45, "relative_energy_kj_mol": 37.51, "smiles": "O=[PH2]c1n[nH]c[nH+]1"}

=====

[3]
{"formula": "C2H5NP2", "method": "ωB97M-V with the def2-TZVPD basis set", "species": ["H", "P", "C", "N", "P", "C", "H", "H", "H", "H"], "xyz": [[1.8958, -1.6243, -0.5990], [2.6934, -1.3252, 0.5866], [1.5373, -0.1113, 1.1231], [0.4980, 0.6065, 0.5970], [-0.5744, 0.4161, -0.5547], [-2.1855, 0.2323, -0.5575], [2.0502, 0.3186, 2.0348], [-0.3006, 1.3318, -1.4575], [-2.8325, 0.4579, -1.4006], [-2.7817, -0.3025, 0.2280]], "forces_ev_per_a": [[0.495, -0.123, 0.279], [-2.425, 0.904, -0.342], [2.354, 0.056, -0.056], [-0.312, -1.634, 0.097], [0.845, 0.130, 2.291], [-1.802, -1.318, 1.285], [-1.330, 0.060, -0.628], [0.485, 1.234, -2.065], [0.651, 0.237, -0.233], [1.039, 0.454, -0.628]], "lowdin_charge": [-0.198, 0.661, -0.721, -0.306, 0.813, -0.268, 0.014, -0.032, 0.007, 0.030], "homo_lumo_gap_ev": 7.1, "charge": 0, "lumo_energy_ev": -0.75, "relative_energy_kj_mol": 288.71, "smiles": "[H]/P=C\\N=[PH]=C"}

=====

[4]
{"formula": "C2H6ClOPS", "method": "ωB97M-V with the def2-TZVPD basis set", "species": ["C", "C", "O", "P", "S", "Cl", "H", "H", "H", "H", "H", "H"], "xyz": [[-2.2701, 0.2842, -0.1667], [1.8312, -1.8500, 0.0996], [-1.5694, 1.1488, 0.7117], [2.5128, 0.9787, -0.6098], [1.8621, -0.3788, 0.8117], [2.5086, 2.7378, 0.3317], [-1.4320, -0.2940, -0.8786], [-3.0511, 0.7875, -0.6915], [-2.9068, -0.4024, 0.4612], [1.5463, -2.7718, 0.6412], [2.1126, -2.0662, -0.8361], [-1.1441, 1.8262, 0.1256]], "forces_ev_per_a": [[1.578, -2.168, -0.020], [-1.070, -0.769, 3.200], [0.425, 0.977, -1.003], [0.063, -1.363, -0.987], [-0.069, 0.386, 0.229], [-0.156, 0.807, 0.886], [-2.660, 1.213, 1.643], [-0.103, 0.670, -1.142], [1.311, 0.121, -0.480], [0.056, 1.129, 0.208], [1.096, -0.181, -3.544], [-0.471, -0.824, 1.008]], "lowdin_charge": [-0.193, -0.504, -0.174, 0.039, 0.483, 0.019, 0.131, 0.046, 0.084, 0.026, -0.047, 0.089], "homo_lumo_gap_ev": [6.9, 7.4], "charge": 0, "lumo_energy_ev": [-0.89, -0.35], "relative_energy_kj_mol": 376.78}